[1]
This record from the Open Molecules 2025 dataset describes 2 unconnected molecules or ions with the total composition CH3O3S in a non-equilibrium geometry. The level of theory is wB97M-V/def2-TZVPD.

Geometry as XYZ:
```
8
Properties=species:S:1:pos:R:3:lowdin_charge:R:1
C -0.97 1.67 0.12 -0.738
O 0.83 -2.25 -0.49 -0.144
O 1.43 0.36 -0.18 -0.708
O -0.67 2.84 0.25 -0.151
S -0.06 0.21 0.06 0.718
H -2.13 1.48 0.09 0.062
H 1.39 -1.70 0.05 -0.031
H 0.18 -2.61 0.09 -0.008
```

## Properties
* HOMO level: -2.75 eV
* charge: -1
* ΔE to the lowest compared entry with this formula, charge and spin: 131.13 kJ/mol


[2]
This record from the Open Molecules 2025 dataset describes a gas-phase ion, C3H10N5 (charge +1) in a non-equilibrium geometry. The level of theory is wB97M-V/def2-TZVPD.

Geometry as XYZ:
```
18
Properties=species:S:1:pos:R:3:lowdin_charge:R:1
C 0.60 -0.82 -0.76 -0.145
C -2.27 0.56 1.94 -0.002
C 1.88 -1.42 -0.77 -0.136
N 0.29 0.39 -1.41 -0.005
N -0.36 1.46 -1.02 -0.045
N -1.28 1.38 -0.15 -0.043
N -1.44 0.31 0.67 0.013
N 3.10 -0.82 -0.83 0.100
H -0.17 -1.67 -0.86 0.146
H -3.26 0.75 1.69 0.060
H -2.34 -0.51 2.30 0.116
H -2.00 1.27 2.67 0.074
H 1.88 -2.48 -0.62 0.117
H -0.56 -0.14 0.94 0.112
H -2.01 2.13 -0.23 0.206
H 0.88 0.58 -2.21 0.151
H 3.12 0.24 -1.00 0.152
H 3.93 -1.22 -0.36 0.131
```

## Properties
* HOMO level (alpha / beta): -10.58 / -12.74 eV
* <S²>: 2.015
* multiplicity: 3
* charge: +1
* ΔE to the lowest compared entry with this formula, charge and spin: 146.65 kJ/mol


[3]
This record from the Open Molecules 2025 dataset describes 2 unconnected molecules or ions with the total composition C2H2BrF in a non-equilibrium geometry. The level of theory is wB97M-V/def2-TZVPD.

Geometry as XYZ:
```
6
Properties=species:S:1:pos:R:3:lowdin_charge:R:1
C 0.60 -1.37 0.11 0.167
C -0.96 0.98 -0.03 -0.601
F -1.55 1.11 1.13 -0.104
Br 0.21 2.38 -0.17 0.707
H 1.51 -1.10 -0.43 -0.064
H 0.19 -2.00 -0.60 -0.105
```

## Properties
* HOMO level (alpha / beta): -9.42 / -9.68 eV
* ΔE to the lowest compared entry with this formula, charge and spin: 622.29 kJ/mol


[4]
This record from the Open Molecules 2025 dataset describes 2 unconnected molecules or ions with the total composition C4H11ClN2 in a non-equilibrium geometry. The level of theory is wB97M-V/def2-TZVPD.

Geometry as XYZ:
```
18
Properties=species:S:1:pos:R:3:lowdin_charge:R:1
C 1.68 -0.47 -0.70 -0.023
C 0.07 1.36 -0.82 -0.050
C 0.23 0.40 1.41 -0.051
C 0.31 0.00 -0.08 -0.578
N -1.47 -1.53 0.05 -0.049
N -0.52 -1.04 -0.61 0.050
Cl -3.29 -0.03 0.06 -0.173
H 2.36 0.20 -0.34 0.044
H 2.03 -1.52 -0.40 0.114
H 1.50 -0.48 -1.71 0.047
H -0.06 1.17 -1.80 0.033
H 0.93 2.07 -0.71 0.102
H -0.78 2.01 -0.38 0.108
H -0.76 0.75 1.66 0.055
H 0.35 -0.53 2.02 0.091
H 1.04 1.10 1.57 0.093
H -1.61 -1.17 1.05 0.084
H -2.02 -2.28 -0.30 0.104
```

## Properties
* HOMO level (alpha / beta): -8.59 / -8.59 eV
* ΔE to the lowest compared entry with this formula, charge and spin: 107.33 kJ/mol


[5]
This record from the Open Molecules 2025 dataset describes C12H16BNO in the gas phase in a non-equilibrium geometry. The level of theory is wB97M-V/def2-TZVPD.

Geometry as XYZ:
```
31
Properties=species:S:1:pos:R:3:lowdin_charge:R:1
B 2.08 -0.61 -0.10 -0.667
C -3.33 0.24 -0.98 -0.088
C -3.05 1.11 0.08 -0.073
C -2.67 -0.95 -1.13 -0.030
C -2.02 0.88 1.02 -0.003
C -1.56 -1.19 -0.30 -0.122
C -1.25 -0.29 0.76 -0.230
C -0.58 -2.41 -0.28 -0.038
C -0.22 -0.91 1.48 0.072
C 0.40 -2.14 0.88 -0.292
C 3.49 -0.75 -0.84 0.027
C 1.21 2.80 0.70 -0.077
C 0.79 1.69 -0.20 -0.349
N 1.46 0.56 -0.01 0.262
O 1.67 -1.88 0.33 0.037
H -4.02 0.69 -1.71 0.111
H -3.52 2.01 -0.02 0.068
H -2.71 -1.68 -1.94 0.115
H -1.59 1.64 1.62 0.096
H -1.10 -3.43 -0.18 0.144
H 0.02 -2.35 -1.21 0.136
H 0.14 -0.46 2.37 0.114
H 0.74 -3.05 1.40 0.162
H 3.91 -1.64 -0.65 0.016
H 4.16 0.02 -0.69 0.022
H 3.30 -0.54 -1.93 0.087
H 0.46 3.67 0.80 0.108
H 1.33 2.28 1.69 0.097
H 2.10 3.21 0.40 0.031
H -0.38 1.53 -0.12 0.137
H 0.75 1.96 -1.24 0.127
```

## Properties
* HOMO level (alpha / beta): -7.44 / -8.52 eV
* ΔE to the lowest compared entry with this formula, charge and spin: 308.56 kJ/mol


[6]
This record from the Open Molecules 2025 dataset describes a molecular structure, C18H29BHfN6O8P2. The level of theory is wB97M-V/def2-TZVPD.

Geometry as XYZ:
```
65
Properties=species:S:1:pos:R:3:lowdin_charge:R:1
Hf -0.37 -0.57 -0.27 1.738
C -1.73 2.47 -2.03 -0.017
C -0.78 2.64 -0.91 -0.284
C -0.33 3.82 -0.37 0.055
C 0.54 3.49 0.66 -0.226
C 1.31 4.38 1.58 0.012
N 0.61 2.16 0.72 0.040
N -0.20 1.60 -0.25 -0.041
B 1.47 1.25 1.65 -0.476
N 2.36 0.35 0.76 0.040
N 1.81 -0.53 -0.14 -0.069
C 2.83 -1.17 -0.75 -0.307
C 2.63 -2.23 -1.78 -0.014
C 4.03 -0.68 -0.26 0.055
C 3.70 0.28 0.69 -0.226
C 4.60 1.11 1.54 0.011
N 0.51 0.36 2.49 0.041
N -0.43 -0.46 1.90 -0.058
C -1.11 -1.06 2.91 -0.297
C -2.21 -2.04 2.71 0.000
C -0.62 -0.61 4.12 0.054
C 0.41 0.28 3.82 -0.226
C 1.27 1.05 4.76 0.011
H -1.90 3.43 -2.51 0.098
H -2.69 2.09 -1.67 0.077
H -1.34 1.78 -2.78 0.067
H -0.60 4.82 -0.68 0.132
H 1.06 5.42 1.36 0.095
H 2.38 4.25 1.46 0.092
H 1.06 4.19 2.62 0.091
H 2.14 1.91 2.37 0.119
H 1.59 -2.53 -1.89 0.035
H 3.21 -3.12 -1.51 0.103
H 2.98 -1.89 -2.75 0.101
H 5.02 -0.99 -0.54 0.133
H 5.63 0.88 1.31 0.095
H 4.43 0.92 2.60 0.092
H 4.44 2.17 1.36 0.092
H -2.44 -2.22 1.66 0.039
H -3.12 -1.69 3.20 0.104
H -1.94 -3.00 3.16 0.102
H -0.95 -0.90 5.10 0.135
H 1.02 0.81 5.78 0.096
H 1.14 2.13 4.62 0.092
H 2.33 0.82 4.60 0.092
C -3.68 -0.46 -3.54 -0.024
C -2.82 -1.57 -2.94 -0.556
O -3.23 -2.88 -3.32 -0.038
P -1.04 -1.46 -3.41 0.538
O -1.04 -0.88 -4.86 -0.037
O -0.43 -2.90 -3.43 -0.059
O -0.27 -0.60 -2.42 -0.359
P -2.81 -1.55 -1.10 0.389
O -4.17 -2.09 -0.58 -0.024
O -1.57 -2.36 -0.71 -0.413
O -2.50 -0.16 -0.56 -0.323
H -3.66 -0.53 -4.63 0.104
H -3.32 0.52 -3.25 0.076
H -4.70 -0.57 -3.18 0.111
H -3.93 -2.82 -3.98 0.127
H -0.21 -0.84 -5.35 0.138
H -1.04 -3.60 -3.73 0.127
H -4.42 -3.00 -0.82 0.135
O 0.59 -4.25 0.74 0.172
C 0.52 -3.14 0.66 0.020
```

## Properties
* HOMO level: -14.50 eV
* charge: +2